153
Properties=species:S:1:pos:R:3:forces:R:3 method="wB97M-V/def2-TZVPD" orbital_gap_ha=0.2039 lumo_ev=-0.746 charge=0 e_above_lowest_kcal_mol=0.00 e_tot_ev=-107205.0928 fmax_ha_per_bohr=0.1663
O 10.486 -10.585 20.808 0.27 0.28 2.25
H 10.860 -10.344 19.958 1.74 0.21 -3.19
H 9.620 -10.999 20.816 -1.65 -1.19 -0.76
H 10.413 -9.798 21.353 0.19 0.43 0.24
C 12.060 -13.342 18.927 -1.50 1.22 0.83
C 11.828 -12.517 17.603 1.50 -0.05 -1.00
C 10.859 -13.449 16.850 -0.18 0.13 0.93
C 10.207 -12.913 15.602 -0.21 1.59 1.66
C 9.428 -11.589 16.113 0.77 -0.72 -0.60
C 10.272 -10.488 16.820 1.83 -1.09 -0.99
N 11.272 -11.115 17.801 -1.93 -2.30 -0.03
O 12.124 -10.272 18.491 -0.28 1.00 0.69
C 9.327 -9.441 17.469 0.35 -0.01 -0.35
C 11.028 -9.795 15.647 0.17 1.60 0.94
C 13.206 -12.635 16.736 -0.72 1.02 1.30
H 12.606 -12.978 19.798 1.05 0.41 -0.77
H 12.255 -14.402 18.768 0.39 0.24 -0.24
H 11.084 -13.357 19.412 -0.47 -0.05 -0.19
H 10.058 -13.692 17.548 -0.38 0.00 0.18
H 11.387 -14.397 16.746 -0.02 -0.04 -0.55
H 9.558 -13.710 15.240 -0.30 0.45 -0.29
H 10.995 -12.668 14.889 -0.26 0.16 -0.32
H 8.599 -11.850 16.770 -0.10 -0.43 0.04
H 9.031 -11.040 15.259 -0.46 -0.18 -0.09
H 9.861 -8.498 17.589 0.25 -0.16 0.88
H 8.762 -9.809 18.325 0.58 -0.03 0.47
H 8.518 -9.069 16.840 -0.02 -0.57 -0.84
H 11.767 -10.391 15.113 -0.39 -0.34 -0.12
H 11.576 -8.925 16.007 0.48 -0.16 0.63
H 10.356 -9.204 15.025 -0.44 -0.67 -0.66
H 13.712 -13.583 16.918 -0.58 -0.22 -0.24
H 13.945 -11.905 17.070 -0.22 0.43 0.00
H 13.025 -12.515 15.668 0.07 0.00 0.05
C 9.486 -13.182 23.232 -3.39 -4.14 -3.00
O 9.993 -12.918 22.167 0.73 1.47 -1.26
N 10.007 -13.245 24.371 5.87 2.62 5.64
N 8.404 -13.986 23.330 -2.82 0.13 -1.66
H 9.560 -13.394 25.264 0.20 0.13 -0.45
H 10.958 -12.910 24.310 0.17 0.15 1.11
H 8.166 -14.364 24.236 -0.42 -0.26 -0.84
H 7.981 -14.230 22.446 -0.46 -0.27 0.60
C 11.649 -6.010 19.019 -0.71 3.25 2.61
O 11.256 -4.913 19.472 -0.13 -1.59 -0.24
N 11.727 -7.148 19.669 -0.56 -2.65 2.62
N 12.181 -6.135 17.845 1.11 1.10 -3.90
H 11.956 -7.985 19.152 -0.20 -0.38 0.16
H 11.411 -7.217 20.626 0.07 0.15 -0.37
H 12.283 -5.200 17.475 0.39 -0.32 -0.71
H 12.922 -6.808 17.711 -0.02 0.12 -0.33
C 4.823 -12.605 16.141 1.56 -0.17 1.71
O 5.176 -13.527 16.872 -0.59 -0.72 0.12
N 5.587 -11.547 15.971 3.62 2.19 0.42
N 3.713 -12.384 15.498 -2.97 -0.83 -1.36
H 6.505 -11.572 16.390 -0.06 0.00 -0.30
H 5.407 -10.765 15.357 -0.02 -0.40 0.14
H 3.888 -11.708 14.768 -1.52 -0.27 -0.06
H 2.844 -12.799 15.803 0.16 0.11 -0.75
C 15.201 -8.188 17.359 0.41 0.78 1.39
O 16.055 -7.761 16.668 4.37 2.00 -1.54
N 15.134 -8.056 18.696 0.16 -0.30 1.37
N 14.153 -8.641 16.765 -4.88 -2.01 -2.12
H 14.322 -8.441 19.156 0.44 0.01 0.32
H 15.996 -7.830 19.171 -0.39 -0.15 0.11
H 13.519 -9.346 17.114 -0.41 0.00 0.53
H 14.054 -8.329 15.809 0.18 -0.49 0.12
C 11.314 -15.572 12.558 1.52 -1.54 -0.59
O 12.389 -15.603 12.009 2.07 2.16 -1.84
N 10.483 -14.572 12.793 -1.05 1.95 0.13
N 10.927 -16.717 13.047 -1.57 -2.04 0.87
H 10.843 -13.645 12.616 -0.28 -0.16 0.31
H 9.978 -14.803 13.637 -0.53 1.04 -0.02
H 11.699 -17.366 12.990 -0.76 -0.50 0.65
H 10.070 -16.739 13.581 0.34 -0.96 0.32
C 9.937 -16.528 20.521 -1.80 -1.61 -4.01
O 9.916 -17.630 20.017 0.73 -1.32 -0.45
N 9.970 -16.253 21.744 1.57 0.61 8.38
N 9.613 -15.426 19.869 -0.46 1.27 -3.00
H 10.211 -15.304 21.992 -0.06 -0.18 0.30
H 10.226 -16.954 22.425 0.02 0.01 -0.25
H 9.612 -14.525 20.324 0.01 0.02 -0.71
H 9.518 -15.640 18.886 0.04 1.00 -0.20
C 8.126 -16.128 16.269 0.87 -4.92 -1.14
O 8.440 -16.039 15.144 2.01 3.28 -6.48
N 8.487 -17.300 16.797 1.22 -3.34 3.05
N 7.334 -15.412 16.924 -3.14 3.61 4.24
H 9.147 -17.841 16.257 0.05 0.54 -0.17
H 7.842 -17.941 17.236 -0.15 0.61 0.46
H 6.785 -14.646 16.560 -0.14 0.04 -0.03
H 7.263 -15.667 17.899 -0.40 0.31 -0.14
C 12.211 -7.270 11.596 -0.01 1.40 0.20
O 11.953 -6.094 11.537 0.14 1.55 -1.12
N 11.553 -8.056 12.380 -4.16 -2.20 3.99
N 13.107 -7.984 10.976 3.56 -1.07 -2.93
H 10.802 -7.588 12.866 -0.10 -0.11 0.54
H 11.805 -8.970 12.730 0.12 0.34 -0.33
H 13.684 -7.582 10.251 0.06 -0.23 0.37
H 13.245 -8.929 11.304 0.31 0.37 -0.64
C 16.452 -14.015 19.107 1.86 2.22 4.26
O 15.983 -13.034 19.688 -0.67 0.06 -0.53
N 17.577 -14.578 19.574 1.67 -0.47 1.64
N 16.036 -14.594 18.068 -3.28 -2.07 -5.05
H 17.981 -15.413 19.174 -0.10 0.24 0.26
H 17.730 -14.359 20.548 0.47 -0.15 -0.28
H 15.148 -14.281 17.703 0.26 -0.25 -0.20
H 16.363 -15.512 17.800 -0.23 0.31 -0.24
C 7.305 -11.083 12.105 -0.08 -0.17 -0.39
O 6.370 -11.166 12.918 1.27 0.15 -0.08
N 7.119 -10.598 10.874 -1.31 0.90 -1.32
N 8.603 -11.458 12.237 -0.51 -0.42 1.89
H 6.187 -10.261 10.682 0.35 -0.11 -0.36
H 7.872 -10.488 10.209 -0.45 0.11 0.14
H 9.264 -11.373 11.478 -0.09 -0.10 0.59
H 8.823 -11.733 13.184 0.71 -0.18 -0.37
C 14.573 -15.395 14.711 -2.02 0.24 -0.84
O 15.167 -16.272 15.225 2.81 -2.88 2.62
N 14.998 -14.546 13.830 3.89 3.21 -3.10
N 13.293 -15.173 14.808 -3.55 0.05 1.68
H 14.340 -13.859 13.491 0.95 -0.01 -0.17
H 15.989 -14.353 13.808 -0.23 0.04 -0.41
H 12.941 -14.471 14.174 -0.89 -0.67 0.81
H 12.777 -15.701 15.497 -0.65 -0.16 -0.82
C 12.175 -17.701 16.991 -1.60 -1.66 -0.69
O 11.875 -17.353 15.901 -1.38 0.78 -4.25
N 12.648 -16.888 17.845 2.75 3.77 4.02
N 11.891 -18.869 17.532 0.09 -3.44 1.30
H 12.605 -15.898 17.649 0.39 -0.35 0.23
H 12.973 -17.248 18.731 -0.14 0.82 -0.04
H 12.408 -19.023 18.386 -0.56 -0.63 -0.03
H 11.654 -19.700 17.010 0.22 0.45 -0.20
C 7.093 -12.350 20.193 2.45 0.76 -1.83
O 7.893 -11.437 20.265 1.70 2.01 0.07
N 7.124 -13.246 19.234 0.47 -1.94 -1.79
N 6.153 -12.511 21.048 -3.02 -0.72 2.83
H 7.858 -13.234 18.540 -0.11 0.06 0.17
H 6.457 -14.003 19.204 0.03 0.41 -0.36
H 6.112 -11.797 21.761 -0.24 -0.68 0.29
H 5.909 -13.487 21.141 -0.85 0.54 0.84
C 8.103 -7.444 13.453 2.99 1.88 1.72
O 9.121 -6.925 13.994 -1.52 -0.72 -1.60
N 7.603 -7.220 12.265 1.04 1.82 -2.96
N 7.360 -8.289 14.070 -2.11 -3.20 3.64
H 6.692 -7.557 11.989 0.52 0.48 -0.20
H 8.197 -6.565 11.777 -0.75 0.00 -0.85
H 6.646 -8.826 13.598 0.19 -0.11 0.44
H 7.572 -8.419 15.049 -0.24 -0.37 -0.24
C 18.401 -11.287 17.984 4.90 2.64 1.87
O 19.605 -11.198 17.811 2.30 -1.02 -1.19
N 17.585 -11.692 17.136 -3.69 -3.15 -5.32
N 17.949 -10.676 19.004 -2.69 2.63 5.62
H 16.629 -11.947 17.340 0.26 0.08 -0.38
H 18.110 -11.857 16.289 -1.00 -0.66 -0.39
H 18.618 -10.154 19.552 -0.24 -0.34 -0.11
H 16.965 -10.534 19.187 0.21 -0.16 0.01

---

8
Properties=species:S:1:pos:R:3:forces:R:3 method="wB97M-V/def2-TZVPD" orbital_gap_ha="0.2732 / 0.2904" lumo_ev="-0.786 / -0.750" charge=0 e_above_lowest_kcal_mol=72.38 e_tot_ev=-20711.6617 fmax_ha_per_bohr=0.0411
C -1.101 -0.243 -0.489 -0.14 -0.54 -0.27
C -0.593 0.811 0.055 2.01 0.65 -0.03
P 2.197 -0.891 -0.058 -0.38 0.31 0.02
P 2.277 1.111 -0.102 -1.81 -0.81 0.14
H -2.169 -0.434 -0.531 -0.11 0.11 0.12
H -0.483 -1.017 -0.929 0.14 -0.09 -0.08
H -0.928 1.699 0.540 -0.21 0.26 0.14
H 3.569 -1.187 -0.119 0.50 0.10 -0.05

---

11
Properties=species:S:1:pos:R:3:forces:R:3 method="wB97M-V/def2-TZVPD" orbital_gap_ha=0.3293 lumo_ev=-0.346 charge=0 e_above_lowest_kcal_mol=49.80 e_tot_ev=-17563.1077 fmax_ha_per_bohr=0.0629
C -0.710 1.570 -0.060 1.22 0.75 1.46
C -0.381 0.106 0.022 -0.87 -0.80 -2.06
C -1.630 -0.725 -0.046 1.27 -2.97 -0.05
H -0.539 2.082 0.913 0.50 -0.15 -0.56
H -1.770 1.778 -0.192 -0.08 -0.67 -0.42
H -0.125 2.035 -0.854 0.04 0.20 0.18
H -1.257 -1.812 -0.224 -0.94 1.01 0.11
H 2.871 -1.218 0.277 -0.86 0.91 -0.44
N 0.661 -0.661 -0.201 -1.68 1.34 1.85
O -2.777 -0.435 0.128 0.05 0.65 -0.04
S 2.171 -0.029 0.060 1.34 -0.27 -0.04